C2H10O3Si2 | ωB97M-V/def2-TZVPD

Calculated values
* DFT total energy: -24134.466 eV
* E_LUMO: 0.020 Ha
* E_HOMO: -9.98 eV
* ΔE to the lowest compared entry with this formula, charge and spin: 475.8 kJ/mol
* maximum force: 0.104 Eh/bohr
* HOMO-LUMO gap: 10.5274 eV

ORCA input file:
```
! RIJCOSX wB97M-V def2-TZVPD def2/J DEFGRID3
* xyz 0 1
C -1.84 -0.74 2.33
C 1.43 1.61 -2.18
O -0.51 -1.89 -0.05
O 1.88 -0.83 -0.84
O -0.31 1.04 0.33
Si -1.40 0.03 0.58
Si 2.28 0.60 -0.84
H -2.27 -1.63 2.20
H -1.08 -0.78 3.08
H -2.50 0.06 2.72
H 1.10 0.87 -2.97
H 0.57 1.99 -1.66
H 2.03 2.40 -2.65
H -0.41 -2.48 0.70
H 0.27 -1.33 -0.20
H -2.52 -0.35 -0.37
H 3.29 1.41 -0.17
*
```

=====

C2H10O4 | ωB97M-V/def2-TZVPD

Calculated values
* DFT total energy: -10425.253 eV
* E_LUMO: 0.018 Ha
* E_HOMO: -9.38 eV
* ΔE to the lowest compared entry with this formula, charge and spin: 90.7 kJ/mol
* maximum force: 0.059 Eh/bohr
* SMILES: C=CO.O.O.O
* HOMO-LUMO gap: 9.8700 eV

ORCA input file:
```
! RIJCOSX wB97M-V def2-TZVPD def2/J DEFGRID3
* xyz 0 1
C 2.78 -0.66 0.91
C 1.89 -0.20 0.04
O 0.56 -0.31 0.33
H 3.85 -0.49 0.85
H 2.47 -1.08 1.89
H 2.21 0.11 -0.93
H 0.10 0.48 0.08
O -0.45 2.17 -0.27
H -1.28 1.91 -0.71
H -0.67 2.95 0.28
O -1.16 -2.22 -0.90
H -0.50 -1.58 -0.42
H -1.00 -3.00 -0.31
O -3.08 0.98 -0.13
H -2.75 0.18 0.36
H -2.96 0.75 -1.07
*
```

=====

C2H10OSi2 | ωB97M-V/def2-TZVPD

Calculated values
* DFT total energy: -20037.695 eV
* E_LUMO: 0.034 Ha
* E_HOMO: -9.16 eV
* ΔE to the lowest compared entry with this formula, charge and spin: 102.8 kJ/mol
* maximum force: 0.058 Eh/bohr
* SMILES: CO[Si@@H](C)[SiH3]
* HOMO-LUMO gap: 10.0851 eV

ORCA input file:
```
! RIJCOSX wB97M-V def2-TZVPD def2/J DEFGRID3
* xyz 0 1
C -1.69 -1.52 -0.28
O -0.38 -1.09 -0.16
Si 0.25 0.34 -0.50
C -0.65 1.88 0.35
Si 2.44 -0.50 0.27
H -2.17 -0.65 -0.60
H -2.10 -1.79 0.72
H -1.87 -2.32 -1.07
H 0.34 0.87 -1.91
H -1.81 1.99 0.36
H -0.47 1.71 1.36
H -0.26 2.86 0.10
H 2.26 -1.57 1.24
H 3.24 -0.77 -0.97
H 2.88 0.56 1.07
*
```

=====

C2H11N2O2 | ωB97M-V/def2-TZVPD

Calculated values
* DFT total energy: -9319.396 eV
* E_LUMO: -0.119 Ha
* E_HOMO: -12.15 eV
* ΔE to the lowest compared entry with this formula, charge and spin: 280.8 kJ/mol
* maximum force: 0.124 Eh/bohr
* HOMO-LUMO gap: 8.9030 eV

ORCA input file:
```
! RIJCOSX wB97M-V def2-TZVPD def2/J DEFGRID3
* xyz 1 1
C 0.35 0.25 -0.64
C -0.69 0.07 -1.56
N -2.14 0.29 -1.26
N 0.67 -0.14 0.69
H 1.17 0.61 -1.25
H -0.44 -0.28 -2.51
H -2.20 1.13 -1.86
H -2.30 0.46 -0.30
H -2.77 -0.37 -1.70
H 0.10 -0.41 1.39
H 1.71 -0.17 0.87
H -2.10 -0.37 2.24
H -2.75 -1.53 1.44
O -2.13 -0.83 1.34
H 4.61 -0.03 1.08
H 3.93 1.27 1.14
O 3.80 0.42 0.75
*
```

=====

C2H11N2O2 | ωB97M-V/def2-TZVPD

Calculated values
* DFT total energy: -9320.303 eV
* E_LUMO: -0.114 Ha
* E_HOMO: -12.21 eV
* ΔE to the lowest compared entry with this formula, charge and spin: 193.3 kJ/mol
* maximum force: 0.051 Eh/bohr
* HOMO-LUMO gap: 9.1164 eV

ORCA input file:
```
! RIJCOSX wB97M-V def2-TZVPD def2/J DEFGRID3
* xyz 1 1
C -1.27 0.15 -0.26
C -1.60 1.41 -0.73
N -2.51 1.62 -1.68
N 0.18 -0.06 0.05
H -1.89 -0.73 -0.35
H -1.39 2.28 -0.10
H -2.87 2.56 -1.81
H -3.23 0.95 -1.95
H 0.61 0.34 -0.79
H 0.63 0.33 0.88
H 0.50 -1.04 -0.02
H 1.31 -3.57 0.29
H 2.33 -2.65 -0.37
O 1.47 -2.65 0.06
H 3.06 0.36 1.64
H 2.40 0.17 3.01
O 2.25 0.52 2.13
*
```

=====

C2H11N3 | ωB97M-V/def2-TZVPD

Calculated values
* DFT total energy: -6721.979 eV
* E_LUMO: 0.036 Ha
* E_HOMO: -8.73 eV
* ΔE to the lowest compared entry with this formula, charge and spin: 58.1 kJ/mol
* maximum force: 0.020 Eh/bohr
* SMILES: NCN.CN
* HOMO-LUMO gap: 9.7028 eV

ORCA input file:
```
! RIJCOSX wB97M-V def2-TZVPD def2/J DEFGRID3
* xyz 0 1
N 2.80 -0.12 0.98
C 3.08 1.12 0.32
N 1.90 1.87 -0.16
H 2.30 -0.03 1.85
H 2.57 -0.91 0.41
H 3.58 1.78 1.02
H 3.71 0.90 -0.53
H 1.86 2.10 -1.14
H 1.04 1.36 0.04
C -3.24 -1.72 -0.41
N -2.98 -0.28 -0.49
H -2.41 -2.27 -0.89
H -4.12 -2.00 -0.99
H -3.35 -2.10 0.60
H -3.03 0.15 0.42
H -3.71 0.16 -1.04
*
```

=====

C2H11N3 | ωB97M-V/def2-TZVPD

Calculated values
* DFT total energy: -6722.034 eV
* E_LUMO: 0.034 Ha
* E_HOMO: -8.67 eV
* ΔE to the lowest compared entry with this formula, charge and spin: 52.8 kJ/mol
* maximum force: 0.035 Eh/bohr
* SMILES: NCN.CN
* HOMO-LUMO gap: 9.5979 eV

ORCA input file:
```
! RIJCOSX wB97M-V def2-TZVPD def2/J DEFGRID3
* xyz 0 1
N 2.09 -1.22 -0.32
C 1.91 0.21 0.14
N 0.95 0.48 1.15
H 1.20 -1.71 -0.23
H 2.32 -1.18 -1.31
H 1.69 0.76 -0.79
H 2.90 0.54 0.44
H 1.30 0.18 2.04
H 0.00 0.23 0.88
C -1.99 0.78 -0.42
N -1.88 -0.57 0.20
H -2.29 1.56 0.28
H -1.03 1.01 -0.89
H -2.71 0.82 -1.24
H -1.70 -1.16 -0.59
H -2.77 -0.74 0.65
*
```

=====

C2H11N3O | ωB97M-V/def2-TZVPD

Calculated values
* DFT total energy: -8766.309 eV
* E_LUMO: 0.035 Ha
* E_HOMO: -8.30 eV
* ΔE to the lowest compared entry with this formula, charge and spin: 338.2 kJ/mol
* maximum force: 0.005 Eh/bohr
* HOMO-LUMO gap: 9.2534 eV

ORCA input file:
```
! RIJCOSX wB97M-V def2-TZVPD def2/J DEFGRID3
* xyz 0 1
C -0.86 -0.11 -0.24
N -1.03 0.75 -1.43
N -2.00 0.01 0.66
N -0.64 -1.44 -0.76
H 0.19 -0.10 0.83
H -1.13 1.72 -1.18
H -0.26 0.65 -2.07
H -1.95 0.84 1.23
H -2.87 0.01 0.13
H -1.39 -1.68 -1.42
H -0.66 -2.12 -0.01
C 2.50 0.15 0.80
O 1.22 0.68 1.12
H 0.32 0.60 0.17
H 2.95 -0.30 1.69
H 3.16 0.95 0.45
H 2.44 -0.62 0.02
*
```

=====

C2H11N3O2 | ωB97M-V/def2-TZVPD

Calculated values
* DFT total energy: -10817.939 eV
* E_LUMO: 0.019 Ha
* E_HOMO: -8.82 eV
* ΔE to the lowest compared entry with this formula, charge and spin: 42.0 kJ/mol
* maximum force: 0.026 Eh/bohr
* SMILES: [H]/N=C(\N)NC.O.O
* HOMO-LUMO gap: 9.3428 eV

ORCA input file:
```
! RIJCOSX wB97M-V def2-TZVPD def2/J DEFGRID3
* xyz 0 1
H -0.60 -0.97 2.22
N -0.78 -0.47 1.37
C 0.21 0.13 0.83
N 1.49 0.14 1.37
N 0.10 0.78 -0.35
C -1.08 0.62 -1.20
H 2.31 0.29 0.80
H 1.64 0.28 2.35
H 0.88 1.31 -0.68
H -1.77 1.42 -1.00
H -0.77 0.76 -2.24
H -1.43 -0.41 -1.09
O 3.27 -1.13 -1.78
H 4.06 -1.66 -1.63
H 2.63 -1.84 -1.93
O -3.47 0.53 1.25
H -2.62 0.08 1.10
H -4.08 0.14 0.60
*
```

=====

C2H11N3O2 | ωB97M-V/def2-TZVPD

Calculated values
* DFT total energy: -10816.570 eV
* E_LUMO: 0.018 Ha
* E_HOMO: -8.52 eV
* ΔE to the lowest compared entry with this formula, charge and spin: 174.1 kJ/mol
* maximum force: 0.078 Eh/bohr
* SMILES: [H]/N=C(\N)NC.O.O
* HOMO-LUMO gap: 9.0093 eV

ORCA input file:
```
! RIJCOSX wB97M-V def2-TZVPD def2/J DEFGRID3
* xyz 0 1
H -0.45 -1.48 1.50
N -0.68 -0.50 1.36
C 0.28 0.14 0.72
N 1.51 0.15 1.38
N 0.02 0.86 -0.42
C -1.24 0.54 -1.11
H 2.07 1.02 1.25
H 1.52 -0.05 2.35
H 0.73 1.27 -0.97
H -2.07 1.31 -0.92
H -1.01 0.57 -2.22
H -1.52 -0.45 -0.93
O 3.34 -1.03 -1.61
H 4.04 -1.72 -1.42
H 2.70 -1.49 -1.08
O -3.33 0.61 0.82
H -2.50 0.17 1.21
H -3.43 0.07 0.09
*
```

=====

C2H11N3O4P2 | ωB97M-V/def2-TZVPD

Calculated values
* DFT total energy: -33493.490 eV
* E_LUMO: 0.017 Ha
* E_HOMO: -9.88 eV
* ΔE to the lowest compared entry with this formula, charge and spin: 0.0 kJ/mol
* maximum force: 0.092 Eh/bohr
* HOMO-LUMO gap: 10.3543 eV

ORCA input file:
```
! RIJCOSX wB97M-V def2-TZVPD def2/J DEFGRID3
* xyz 0 1
C 3.12 0.16 -1.11
C -2.90 0.32 1.97
N 1.79 0.57 -0.63
N -0.84 0.82 -0.24
N -2.32 -0.81 1.37
O 0.36 1.69 -2.38
O 0.13 -0.69 -2.31
O 0.14 -0.14 2.35
O -0.12 -1.72 0.28
P 0.33 0.50 -1.33
P -0.83 -0.51 0.77
H 3.28 0.49 -2.28
H 3.18 -1.03 -1.04
H 3.89 0.55 -0.40
H -2.11 0.97 2.39
H -3.38 0.94 1.18
H -3.51 0.14 2.88
H -2.73 -1.18 0.48
H 0.04 1.13 -3.11
H 0.56 -0.95 2.53
H 1.80 0.24 0.32
H 0.12 -1.49 -1.68
*
```

=====

C2H11N4 | ωB97M-V/def2-TZVPD

Calculated values
* DFT total energy: -8204.369 eV
* E_LUMO: -0.110 Ha
* E_HOMO: -12.49 eV
* ΔE to the lowest compared entry with this formula, charge and spin: 332.5 kJ/mol
* maximum force: 0.073 Eh/bohr
* HOMO-LUMO gap: 9.5042 eV

ORCA input file:
```
! RIJCOSX wB97M-V def2-TZVPD def2/J DEFGRID3
* xyz 1 1
C -0.83 -1.30 0.51
C 4.03 -0.19 -0.37
N -2.72 1.11 -0.60
N -0.61 0.14 0.65
N 2.83 0.14 -0.41
N 1.76 0.53 -0.47
H -1.82 -1.36 0.85
H -0.69 -1.57 -0.60
H -0.24 -1.87 1.11
H 4.68 0.23 0.38
H 4.30 -1.19 -0.70
H -3.50 0.59 -0.27
H -2.62 1.03 -1.64
H -1.56 0.69 0.32
H -0.28 0.44 1.63
H -2.91 2.11 -0.44
H 0.18 0.48 0.07
*
```

=====

Question: Look up the E_HOMO of the fifth one.
Answer: -12.21 eV

=====

Question: Which formula does entry 12 have?
Answer: C2H11N4

=====

Question: What is the formula in the ninth record?
Answer: C2H11N3O2